1.
{"formula": "C4H16AgO10P", "method": "wB97M-V/def2-TZVPD", "e_tot_ha": -1402.71041, "de_lowest_ev": 1.469, "multiplicity": 2, "homo_energy_ev": [-2.714, -2.566], "orbital_gap_ev": [4.77, 4.63], "charge": -1, "symbols": ["Ag", "P", "O", "O", "O", "O", "O", "H", "H", "O", "H", "H", "C", "C", "O", "O", "H", "H", "H", "H", "H", "H", "C", "C", "O", "O", "H", "H", "H", "H", "H", "H"], "positions_angstrom": [[0.6944, -0.7594, 0.7787], [3.4514, -1.0450, 0.3662], [4.1819, -0.9295, -0.9642], [2.6667, 0.2161, 0.6153], [4.3066, -1.2906, 1.5729], [2.2869, -2.0886, 0.2936], [-0.2201, -2.7522, 1.4953], [-0.9780, -3.1302, 1.9413], [0.3625, -3.4957, 1.3402], [0.5396, -0.3450, 3.0799], [-0.0734, -0.6699, 3.7394], [1.2876, -0.0253, 3.5844], [-1.0086, -0.2125, -2.2884], [-0.7786, 0.7870, -3.3588], [-0.2362, 1.9907, -2.8556], [0.2138, -0.4942, -1.6802], [-1.4271, -1.1643, -2.6156], [-1.7777, 0.2700, -1.6852], [-1.7217, 0.8247, -3.9040], [-0.0996, 0.3044, -4.0617], [0.6499, 1.8709, -2.5061], [0.8590, -0.4240, -2.3876], [-1.8315, 0.9067, 1.4530], [-1.0045, 1.9953, 0.6579], [0.3072, 1.5326, 0.5798], [-1.7476, -0.4196, 0.9329], [-2.8808, 1.1321, 1.2627], [-1.7988, 0.9833, 2.5398], [-1.0087, 2.9357, 1.2089], [-1.3980, 2.1130, -0.3518], [0.7762, 2.2191, 0.0999], [-2.5929, -0.8356, 1.1175]]}

---

2.
{"formula": "C4H16AsBBaF4N5O9P2", "method": "wB97M-V/def2-TZVPD", "e_tot_ha": -4481.76322, "de_lowest_ev": 5.371, "homo_energy_ev": -6.162, "orbital_gap_ev": 8.67, "charge": -1, "symbols": ["Ba", "N", "N", "C", "N", "N", "N", "O", "O", "H", "H", "H", "H", "H", "O", "P", "O", "O", "O", "P", "O", "O", "O", "H", "H", "C", "As", "C", "C", "H", "H", "H", "H", "H", "H", "H", "H", "H", "F", "B", "F", "F", "F"], "positions_angstrom": [[0.2121, -1.2572, -0.3644], [-2.2010, 1.4949, 1.1801], [-1.8085, 0.8949, 2.4111], [-0.5535, 0.9112, 2.8944], [-0.3244, 0.2528, 4.0574], [0.3187, 1.6184, 2.1939], [1.6258, 1.7212, 2.6451], [2.4455, 1.9377, 1.7883], [1.8874, 1.7368, 3.8457], [-2.3233, 0.7443, 0.5050], [-1.4079, 2.0531, 0.8878], [-2.4749, 0.2535, 2.7990], [-0.8356, -0.6064, 4.1822], [0.6414, 0.2371, 4.3491], [-2.0324, -3.2925, 0.1403], [-2.6577, -2.1900, -0.8780], [-4.1143, -2.1907, -0.9597], [-1.9071, -0.8834, -0.6143], [-1.9808, -2.7393, -2.3370], [-0.3667, -2.7876, -2.4658], [-0.1215, -3.7149, -3.7270], [0.1708, -3.4404, -1.1995], [0.1970, -1.4416, -2.7181], [-1.1495, -3.4456, -0.3154], [-0.6517, -4.5112, -3.6827], [0.8861, 3.3426, -0.6771], [0.7178, 1.4647, -1.1045], [-0.6167, 1.7127, -2.5439], [2.3207, 1.3529, -2.2407], [1.1094, 3.8916, -1.5914], [1.6861, 3.4747, 0.0515], [-0.0461, 3.7142, -0.2511], [-0.3478, 2.5666, -3.1611], [-1.6025, 1.8641, -2.1029], [-0.6645, 0.8103, -3.1559], [2.3172, 2.1506, -2.9789], [2.3485, 0.3885, -2.7516], [3.1997, 1.4346, -1.6036], [2.1083, -1.2510, 3.0483], [1.6486, -1.9358, 1.9230], [2.1952, -1.3030, 0.7370], [1.9545, -3.2772, 1.9228], [0.1976, -1.7560, 1.8632]]}

---

3.
{"formula": "C4H16B2Be2Cl8", "method": "wB97M-V/def2-TZVPD", "e_tot_ha": -3921.22591, "de_lowest_ev": 14.818, "homo_energy_ev": -14.777, "orbital_gap_ev": 1.83, "charge": 2, "symbols": ["Be", "Be", "B", "H", "H", "H", "H", "B", "H", "H", "H", "H", "C", "Cl", "Cl", "H", "H", "C", "Cl", "Cl", "H", "H", "C", "Cl", "Cl", "H", "H", "C", "Cl", "Cl", "H", "H"], "positions_angstrom": [[1.8892, 2.3447, -3.4896], [2.6259, 1.4698, 2.4549], [0.3048, 0.1347, -0.5625], [1.3718, -0.0076, -0.6368], [-0.1987, -0.4668, -1.3034], [0.0181, -0.1299, 0.4435], [0.1468, 1.1918, -0.7098], [3.9755, 3.6325, -0.4032], [4.1554, 2.6433, -0.7949], [4.5450, 3.7985, 0.4981], [4.2501, 4.3174, -1.1905], [2.9197, 3.6994, -0.1907], [-5.6386, 0.3805, -0.7478], [-6.2628, 1.6765, 0.1656], [-5.6547, -1.2459, 0.1230], [-6.2224, 0.2631, -1.6608], [-4.6149, 0.6232, -1.0330], [-1.1042, -5.2164, -1.0116], [-1.6820, -6.2767, 0.2571], [0.1098, -6.0943, -1.9834], [-1.9051, -4.8894, -1.6748], [-0.7467, -4.2927, -0.5567], [3.8588, -5.2613, 2.5837], [3.3149, -3.5846, 2.4539], [5.1532, -5.5699, 1.3833], [4.1727, -5.4402, 3.6121], [3.0388, -5.9494, 2.3785], [-2.4439, 5.7635, 0.3684], [-1.8614, 5.3470, -1.2894], [-1.5945, 4.7596, 1.5490], [-2.4096, 6.8354, 0.5633], [-3.5110, 5.5442, 0.4048]]}

---

4.
{"formula": "C4H16BrGaO5P3S", "method": "wB97M-V/def2-TZVPD", "e_tot_ha": -6459.45369, "homo_energy_ev": -4.289, "orbital_gap_ev": 7.14, "charge": -1, "symbols": ["O", "P", "O", "O", "Ga", "P", "S", "P", "O", "Br", "H", "H", "H", "H", "H", "H", "C", "C", "O", "C", "C", "H", "H", "H", "H", "H", "H", "H", "H", "H", "H"], "positions_angstrom": [[3.9135, -0.0757, 1.8186], [3.4731, 1.3118, 2.0701], [4.6107, 2.1835, 2.8406], [3.4061, 2.0799, 0.6242], [1.3497, 1.4200, 3.1147], [0.1254, -0.3437, 2.1106], [-1.7618, -0.3997, 2.7120], [0.3779, 3.5045, 2.4727], [-0.9733, 3.5312, 3.4277], [-0.4568, 2.8883, 0.4435], [5.4551, 2.0391, 2.3873], [3.0569, 2.9729, 0.7581], [1.4131, 1.2771, 4.6782], [0.8068, -1.5491, 2.3496], [0.2494, -0.2346, 0.7173], [-1.6699, 4.0344, 2.9906], [-0.6971, -3.3101, -2.4984], [-1.6651, -2.6376, -1.5370], [-1.3172, -1.3145, -1.1997], [-1.2590, -0.3805, -2.2563], [-2.5740, -0.1913, -2.9954], [0.3165, -3.2823, -2.0964], [-0.9848, -4.3525, -2.6459], [-0.6872, -2.8280, -3.4774], [-1.6695, -3.1693, -0.5853], [-2.6881, -2.6842, -1.9334], [-0.4569, -0.6388, -2.9599], [-0.9727, 0.5556, -1.7783], [-2.8877, -1.0957, -3.5205], [-2.4700, 0.6028, -3.7365], [-3.3628, 0.0865, -2.2952]]}